An isolated molecule of C4H7N, computed with ωB97M-V/def2-TZVPD.

Last column: Löwdin charge in e.
Positions of all 12 atoms, in Å:
C (0.23152, 1.38067, 1.89128)  0.125
C (-0.03271, 0.90646, 0.82497)  -0.136
C (-0.24672, 0.12860, -0.37960)  -0.581
C (-0.52475, -1.24378, 0.05529)  -0.075
N (0.89957, 0.27230, -1.21447)  0.009
H (0.44277, 1.97535, 2.73494)  0.017
H (-1.16105, 0.59978, -0.87802)  0.154
H (0.40587, -1.49468, 0.74070)  0.138
H (-0.44502, -1.96790, -0.75671)  0.081
H (-1.35252, -1.23928, 0.65418)  0.052
H (0.79316, -0.52147, -1.89145)  0.084
H (0.98990, 1.20394, -1.78111)  0.131

Output
Net charge: 0



A 2-piece molecular cluster, C3H6NO4 overall, computed with ωB97M-V/def2-TZVPD.

Last column: Löwdin charge in e.
Positions of all 14 atoms, in Å:
O (-1.40959, 0.30430, 0.04474)  -0.027
C (-0.23967, 0.10384, -0.31039)  -0.524
N (0.09902, -0.05114, -1.59819)  0.145
C (1.22758, -0.90309, -2.14888)  -0.750
O (1.79551, -1.59511, -1.31012)  -0.035
O (1.37501, -0.74714, -3.36117)  -0.045
C (0.85953, 0.12890, 0.72152)  -0.010
H (-0.63925, 0.15972, -2.25877)  0.130
H (0.69176, -0.70553, 1.38715)  0.079
H (0.81522, 1.08868, 1.23643)  0.085
H (1.80186, -0.14187, 0.29461)  0.049
H (-2.22890, 0.73726, 1.65257)  -0.011
H (-1.84000, 0.49876, 3.10494)  0.013
O (-2.30807, 1.12242, 2.54556)  -0.099

Output
Net charge: -1



A 2-piece molecular cluster, C2H6NO2 overall, computed with ωB97M-V/def2-TZVPD.

Last column: Löwdin charge in e.
Positions of all 11 atoms, in Å:
C (-1.82301, -0.77709, -0.20690)  -0.234
O (-1.26039, 0.06910, 0.77245)  -0.246
H (-2.85872, -0.43131, -0.40056)  0.061
H (-1.23358, -0.59152, -1.09935)  0.054
H (-1.77530, -1.82815, 0.06790)  0.049
C (2.05455, 0.29682, 0.17394)  -0.591
N (0.97792, 1.11016, 0.06753)  -0.031
O (3.25221, 0.51906, -0.04645)  -0.145
H (1.66483, -0.65184, 0.60546)  0.087
H (1.28717, 1.93176, -0.45058)  0.019
H (-0.28567, 0.35301, 0.51656)  -0.023

Output
Net charge: -1



A 2-piece molecular cluster, C3H9N2 overall, computed with ωB97M-V/def2-TZVPD.

Last column: Löwdin charge in e.
Positions of all 14 atoms, in Å:
C (0.59664, 0.26774, -0.92871)  -0.051
N (0.15602, 1.15327, -1.93944)  0.006
H (1.46721, 0.60245, -0.35293)  0.102
H (0.74453, -0.71106, -1.38560)  0.123
H (0.83577, 1.25747, -2.68320)  0.112
H (-0.17067, 2.04978, -1.61064)  0.088
C (-1.03742, 0.39681, 0.37399)  0.093
C (-0.02453, -0.25616, 1.11728)  -0.180
N (0.01427, -1.59744, 1.53442)  0.081
H (-1.14940, 1.48083, 0.47620)  0.121
H (-1.90311, -0.22681, 0.11579)  0.127
H (0.94555, 0.22162, 1.44006)  0.150
H (0.33848, -1.57238, 2.49637)  0.113
H (0.60053, -2.23240, 1.00833)  0.116

Output
Net charge: +1



C16H22AsI2N2O6SSiTa as an isolated structure, computed with ωB97M-V/def2-TZVPD.

Last column: Löwdin charge in e.
Positions of all 52 atoms, in Å:
Ta (-0.44131, -0.60830, 0.48431)  1.379
O (-3.29549, 2.43678, 1.16172)  -0.136
As (-2.33561, 1.05590, 1.39906)  1.022
O (-0.66598, 1.29181, 1.40835)  -0.450
O (-2.28317, 0.03176, 0.01081)  -0.503
C (-2.88104, 0.26785, 3.02434)  -0.231
C (-3.79597, 0.94701, 3.79642)  -0.035
C (-4.11992, 0.45920, 5.06589)  0.002
C (-3.53800, -0.69088, 5.55004)  0.005
C (-2.60107, -1.39033, 4.78793)  0.002
C (-2.26793, -0.91139, 3.53504)  -0.256
S (-1.05242, -1.83101, 2.67073)  0.573
O (-1.59153, -2.04920, 1.26584)  -0.478
O (-0.68784, -2.99783, 3.36771)  -0.186
O (0.11898, -0.87420, 2.34513)  -0.475
H (-3.26494, 2.79411, 0.25729)  0.101
H (-4.26341, 1.84729, 3.42316)  0.122
H (-4.83167, 1.00200, 5.67425)  0.135
H (-3.80338, -1.05962, 6.53189)  0.136
H (-2.13552, -2.29235, 5.16140)  0.134
I (1.40037, -2.89165, 0.47415)  1.203
C (0.47273, -3.75332, -1.22171)  -0.953
I (-0.70419, -2.24337, -2.11574)  1.153
H (-0.16579, -4.54435, -0.85634)  -0.007
H (1.23440, -4.09342, -1.90811)  -0.007
C (4.39217, -2.10941, -2.38609)  -0.018
C (3.85438, -0.84418, -1.77115)  -0.316
C (4.69581, 0.20241, -1.39884)  0.003
C (4.14926, 1.31071, -0.78191)  -0.022
C (2.77876, 1.36787, -0.58772)  -0.026
C (2.02083, 0.29027, -1.00781)  -0.496
N (2.53707, -0.79087, -1.56336)  0.064
N (0.57078, 0.34540, -0.82640)  -0.313
Si (-0.09153, 1.42120, -2.23490)  0.427
C (1.17845, 1.38962, -3.55525)  -0.143
C (-1.66175, 0.78641, -2.98182)  -0.234
C (-0.37779, 3.06333, -1.44860)  -0.145
H (5.34868, -1.94245, -2.87890)  0.089
H (3.68569, -2.51118, -3.11312)  0.081
H (4.55474, -2.86467, -1.61216)  0.084
H (5.75913, 0.13963, -1.59061)  0.127
H (4.77965, 2.12560, -0.44869)  0.126
H (2.30473, 2.22708, -0.12611)  0.122
H (1.39690, 0.36088, -3.85137)  0.047
H (2.11451, 1.87441, -3.27453)  0.051
H (0.77813, 1.91668, -4.42936)  0.064
H (-1.49629, -0.03638, -3.67921)  -0.007
H (-2.05252, 1.61019, -3.58990)  0.061
H (-2.44505, 0.50036, -2.27904)  0.012
H (0.52653, 3.67612, -1.50078)  0.052
H (-0.63961, 2.98056, -0.39400)  0.009
H (-1.16195, 3.60790, -1.98194)  0.052

Output
Net charge: +2



An isolated molecule of C9H10N2OS2, computed with ωB97M-V/def2-TZVPD.

Last column: Löwdin charge in e.
Positions of all 24 atoms, in Å:
O (-1.10833, -0.45201, -3.02839)  -0.494
N (-0.23852, 0.40520, 0.43603)  0.077
S (0.57749, 1.87620, -1.55732)  1.050
C (-0.39953, 0.55405, -0.81584)  -0.694
C (2.46324, 1.92100, 2.46305)  -0.098
C (3.28045, 2.54051, 1.49344)  -0.021
C (1.41805, 1.14508, 2.08198)  -0.081
C (2.65880, 2.64543, 0.14827)  -0.072
C (0.89631, 1.15166, 0.87150)  -0.312
C (1.51081, 1.97096, -0.13226)  -0.519
N (-1.99663, -1.81685, -1.08402)  -0.393
S (-1.74472, -0.14639, -1.78280)  0.942
C (-2.93016, -1.85062, 0.02141)  -0.155
C (-1.56424, -3.02529, -1.78271)  -0.118
H (2.76431, 1.86577, 3.49370)  0.099
H (4.16130, 3.10032, 1.78393)  0.095
H (0.82288, 0.52840, 2.83868)  0.151
H (3.18231, 3.29416, -0.55210)  0.103
H (-2.86031, -2.82571, 0.57466)  0.101
H (-2.61567, -1.05935, 0.74720)  0.067
H (-3.92970, -1.53888, -0.32898)  0.073
H (-2.30866, -3.72426, -2.05698)  0.062
H (-1.02508, -2.88109, -2.69524)  0.069
H (-1.01438, -3.67829, -1.13722)  0.070

Output
Net charge: 0



Number 1: frontier orbital gap 0.385 Ha, total energy -211.2662 Eh. Number 2: frontier orbital gap 0.327 Ha, total energy -473.7532 Eh. Number 3: frontier orbital gap 0.302 Ha, total energy -285.0621 Eh. Number 4: frontier orbital gap 0.335 Ha, total energy -228.8316 Eh. Number 5: frontier orbital gap 0.266 Ha, total energy -4759.2586 Eh. Number 6: frontier orbital gap 0.315 Ha, total energy -1329.9797 Eh.